One molecule with the formula C21H28N4, computed with ωB97M-V with the def2-TZVPD basis set.

Geometry as XYZ:
```
53
Properties=species:S:1:pos:R:3:nbo_charge:R:1
C 1.3067 2.4778 1.6506 -0.62
C 0.8553 2.5309 0.1935 -0.03
C -0.2944 3.5330 0.0754 -0.61
C 2.0164 3.0147 -0.6799 -0.62
C 0.3828 1.1170 -0.2967 -0.06
C 1.5024 0.1353 -0.2566 0.17
N 2.4704 -0.0147 -1.2190 -0.53
C 3.3389 -0.9929 -0.8200 0.13
C 4.4736 -1.4951 -1.4412 -0.24
C 5.1642 -2.5001 -0.7971 -0.22
C 4.7383 -2.9978 0.4372 -0.24
C 3.6141 -2.5048 1.0606 -0.21
C 2.8951 -1.4875 0.4343 -0.02
C 1.7252 -0.7454 0.7615 -0.11
C 0.7342 -0.8488 1.8672 -0.43
C -0.6373 -0.6078 1.2359 -0.19
N -0.7560 0.6475 0.5018 -0.46
C -2.0323 0.7288 -0.1786 -0.22
C -2.2121 -0.1698 -1.4207 -0.43
C -3.6956 -0.3215 -1.7707 -0.21
N -4.3982 -1.0755 -0.7705 -0.17
C -4.4281 -2.4151 -0.6253 -0.05
C -5.1663 -2.6797 0.5045 -0.34
C -5.5371 -1.4158 0.9808 -0.06
N -5.0629 -0.4618 0.2027 -0.27
H 0.4853 2.1413 2.2759 0.22
H 2.1487 1.8009 1.7697 0.21
H 1.6129 3.4681 1.9813 0.21
H -1.1087 3.2520 0.7358 0.22
H -0.6634 3.5874 -0.9471 0.20
H 0.0502 4.5245 0.3626 0.21
H 2.9018 2.4021 -0.5310 0.21
H 2.2720 4.0389 -0.4168 0.22
H 1.7446 2.9980 -1.7346 0.20
H 0.0723 1.2470 -1.3443 0.19
H 2.5361 0.5126 -2.0724 0.41
H 4.8037 -1.1095 -2.3952 0.21
H 6.0525 -2.9121 -1.2529 0.21
H 5.3093 -3.7854 0.9070 0.21
H 3.2930 -2.8925 2.0161 0.21
H 0.9314 -0.1153 2.6507 0.21
H 0.7519 -1.8411 2.3209 0.22
H -1.4077 -0.5838 2.0145 0.20
H -0.8469 -1.4775 0.5896 0.16
H -2.2041 1.7631 -0.4800 0.20
H -2.8034 0.4694 0.5518 0.22
H -1.6949 0.2588 -2.2809 0.20
H -1.7886 -1.1586 -1.2354 0.21
H -4.1673 0.6623 -1.8243 0.22
H -3.8050 -0.8275 -2.7349 0.21
H -3.9437 -3.0695 -1.3222 0.22
H -5.4064 -3.6354 0.9228 0.23
H -6.1229 -1.1693 1.8437 0.21
```

Energy in a.u.: -1036.0396
Structure (SMILES): CC(C)(C)[C@H]1c2[nH]c3ccccc3c2CCN1CCCn1cccn1
2S+1: 1
HOMO-LUMO gap in Ha: 0.306

---

A 6-piece molecular cluster, C50H57Cl2N8O11 overall in a non-equilibrium geometry, computed with ωB97M-V with the def2-TZVPD basis set.

Geometry as XYZ:
```
128
Properties=species:S:1:pos:R:3:mulliken_charge:R:1
C -6.2799 1.2474 -2.6372 -0.18
C -4.9188 1.6025 -2.8825 -0.31
C -3.3511 1.6049 -3.4658 -0.42
C -2.2373 1.4090 -2.2793 0.19
C -1.0985 2.5709 -1.9379 -0.40
N -0.2995 1.8955 -0.8043 0.49
C 0.8563 2.7516 -0.3349 -0.56
C 0.8044 3.1851 1.2457 0.56
C 2.3182 3.3430 1.9385 -1.08
C 2.7309 1.9424 2.6983 0.24
N 4.2189 1.6806 2.7784 0.01
C 4.7883 1.2096 1.4374 -0.61
C 4.3896 0.4536 3.6980 0.33
C 3.5438 -0.9573 3.5050 -0.48
O 5.2795 0.4544 4.7268 -0.57
C -0.7634 0.5028 -0.3901 -0.67
C -0.0918 -0.4409 0.7697 0.78
Cl -0.2444 -2.2665 0.4867 -0.08
C -0.6120 -0.1416 2.2970 0.26
C -2.0087 0.7113 2.4000 -0.90
Cl -0.9103 -1.7312 3.2748 -0.16
N -1.9485 0.2773 -1.3175 0.51
C -2.8380 -0.9427 -1.3685 -0.75
C -2.2898 -2.1789 -2.2895 -0.35
C -1.1500 -1.7871 -3.3962 0.00
C -0.1831 -3.1238 -3.6731 -0.77
H -7.3596 0.7460 -2.5476 0.28
H -3.1617 2.6028 -4.0705 0.40
H -3.1700 0.7156 -4.2416 0.23
H -0.9344 3.6091 -2.4544 0.36
H 1.9219 2.2863 -0.5870 0.18
H 0.8071 3.7636 -0.9637 0.27
H 0.0754 2.5338 1.9074 -0.14
H 0.3508 4.2889 1.2773 -0.21
H 3.1326 3.6979 1.1744 0.25
H 2.2743 4.1793 2.7837 0.33
H 2.2762 1.8687 3.7900 0.40
H 2.2544 1.0676 2.0838 -0.34
H 5.5927 0.3517 1.6146 0.26
H 5.3114 2.1116 0.8560 0.25
H 3.9772 0.7405 0.7251 0.16
H 4.0307 -1.8817 4.0332 0.21
H 2.4303 -0.7825 3.8870 0.16
H 3.4736 -1.1509 2.3300 0.23
H 1.0773 -0.1998 0.7569 -0.12
H 0.2101 0.4804 2.8914 0.02
H -1.9624 1.7293 1.8234 0.15
H -2.9544 0.0521 2.1260 0.32
H -2.1453 0.9827 3.5540 0.37
H -3.9510 -0.7212 -1.6804 0.27
H -2.9008 -1.3590 -0.2513 0.24
H -3.2309 -2.5763 -2.9076 0.29
H -1.9470 -3.1158 -1.6369 0.24
H -0.4125 -0.9352 -3.0835 -0.01
H -1.7053 -1.6007 -4.4209 0.26
H 0.6201 -3.1416 -2.7949 0.25
H -0.7863 -4.1261 -3.7003 0.04
H 0.4491 -2.9240 -4.6618 0.34
C 0.3067 -9.5671 -4.0985 -0.38
C 0.2305 -9.4205 -5.4844 -0.43
C -0.3509 -8.2773 -6.0363 -0.39
C -0.8508 -7.2805 -5.1870 0.08
C -0.7826 -7.4287 -3.7953 -0.14
C -0.2015 -8.5777 -3.2551 -0.51
N -1.4401 -6.0649 -5.7609 1.02
O -1.4994 -5.9797 -6.9966 -0.58
O -1.8406 -5.1919 -4.9776 -0.66
H 0.7659 -10.4577 -3.6729 0.37
H 0.6274 -10.1967 -6.1352 0.37
H -0.4026 -8.1780 -7.1183 0.43
H -1.1711 -6.6653 -3.1245 0.42
H -0.1410 -8.7007 -2.1760 0.36
C 3.1593 -3.5800 7.5979 -0.69
C 2.5251 -4.7188 8.0970 -0.36
C 2.8443 -5.9783 7.5858 -0.36
C 3.8078 -6.0866 6.5735 0.12
C 4.4404 -4.9442 6.0654 -0.41
C 4.1108 -3.6898 6.5825 -0.35
N 4.1662 -7.4102 6.0498 0.96
O 3.5706 -8.3948 6.5119 -0.58
O 5.0463 -7.4677 5.1791 -0.58
H 2.9111 -2.6007 8.0036 0.38
H 1.7835 -4.6250 8.8874 0.38
H 2.3412 -6.8561 7.9854 0.44
H 5.1864 -5.0134 5.2764 0.43
H 4.5985 -2.7973 6.1968 0.62
C 9.2000 3.2812 1.5150 -0.51
C 8.5659 2.1424 2.0141 -0.40
C 8.8851 0.8829 1.5029 -0.39
C 9.8486 0.7746 0.4907 0.06
C 10.4812 1.9169 -0.0175 -0.34
C 10.1516 3.1714 0.4996 -0.38
N 10.2070 -0.5490 -0.0330 0.97
O 9.6114 -1.5336 0.4290 -0.58
O 11.0871 -0.6065 -0.9038 -0.58
H 8.9519 4.2605 1.9207 0.38
H 7.8242 2.2362 2.8045 0.47
H 8.3820 0.0051 1.9025 0.49
H 11.2272 1.8478 -0.8065 0.43
H 10.6393 4.0639 0.1139 0.37
C -11.9972 3.4469 -4.7107 -0.38
C -10.8989 2.9741 -5.4306 -0.46
C -10.1696 1.8816 -4.9573 -0.27
C -10.5535 1.2646 -3.7587 0.14
C -11.6510 1.7420 -3.0300 -0.33
C -12.3709 2.8370 -3.5119 -0.45
N -9.8064 0.0999 -3.2689 0.97
O -8.8301 -0.2805 -3.9321 -0.59
O -10.1968 -0.4385 -2.2231 -0.58
H -12.5662 4.2955 -5.0867 0.37
H -10.6129 3.4556 -6.3633 0.37
H -9.3163 1.5251 -5.5300 0.42
H -11.9569 1.2758 -2.0957 0.42
H -13.2263 3.2132 -2.9551 0.37
C -2.3044 9.6029 1.7382 -0.40
C -2.9385 8.4641 2.2373 -0.54
C -2.6193 7.2046 1.7261 -0.18
C -1.6558 7.0963 0.7138 0.11
C -1.0232 8.2387 0.2057 -0.23
C -1.3528 9.4931 0.7228 -0.54
N -1.2974 5.7727 0.1901 0.90
O -1.8930 4.7881 0.6522 -0.49
O -0.4173 5.7152 -0.6806 -0.56
H -2.5525 10.5822 2.1439 0.38
H -3.6802 8.5579 3.0277 0.37
H -3.1224 6.3268 2.1257 0.42
H -0.2772 8.1695 -0.5833 0.40
H -0.8651 10.3856 0.3370 0.37
```

Charge: +1
Energy in a.u.: -4124.2318
2S+1: 1
HOMO-LUMO gap in Ha: 0.293

---

One molecule with the formula C5H5NO in a non-equilibrium geometry, computed with ωB97M-V with the def2-TZVPD basis set.

Geometry as XYZ:
```
12
Properties=species:S:1:pos:R:3:nbo_charge:R:1
C -0.0093 -1.5072 -0.0268 -0.44
C -1.2027 -0.5638 -0.0912 -0.32
C 1.3004 -1.2230 0.1136 0.43
C -2.5086 -0.7824 0.0541 0.71
C -0.9384 0.8833 0.2203 -0.59
N 2.4748 -0.9840 0.0872 -0.63
O -3.6982 -0.8718 0.0516 -0.47
H -0.4191 -2.5705 0.2958 0.26
H -0.7556 1.1532 1.2696 0.21
H -1.6556 1.6288 -0.0799 0.22
H -0.0751 1.1375 -0.2181 0.21
H 3.1473 -1.1494 -0.6342 0.40
```

Energy in a.u.: -323.4004
2S+1: 1
HOMO-LUMO gap in Ha: 0.310

---

One molecule with the formula C4H5N3O in a non-equilibrium geometry, computed with ωB97M-V with the def2-TZVPD basis set.

Geometry as XYZ:
```
13
Properties=species:S:1:pos:R:3:nbo_charge:R:1
N 0.2386 -2.5031 -1.5626 -0.35
C 0.2167 -1.5025 -0.9790 0.26
C 0.0230 -0.3016 -0.2976 -0.36
C -0.0016 -0.5860 1.0485 0.17
N 0.3375 -1.7292 1.6264 -0.76
C -0.1495 0.9656 -0.9509 0.04
N -0.1063 2.0697 -0.3742 -0.16
O -0.2445 3.0760 -1.2493 -0.54
H -0.2669 0.1972 1.7773 0.21
H 0.0777 -1.9157 2.5917 0.41
H 0.4941 -2.5459 0.9815 0.42
H -0.2415 0.9720 -2.0356 0.19
H -0.3772 3.8037 -0.5761 0.48
```

Energy in a.u.: -394.8425
Structure (SMILES): N#CC(=C\N)/C=N/O
2S+1: 1
HOMO-LUMO gap in Ha: 0.329